Entry 1:
Formula: C5H7N
Source: the OMol25 dataset
Level of theory: ωB97M-V/def2-TZVPD

**Charge**: 0
**Gap between HOMO and LUMO**: 9.817 eV
**Highest occupied orbital energy**: -8.87 eV

Last column: Löwdin charge in e.
CARTESIAN COORDINATES (ANGSTROEM)
C 1.51463 -0.75232 -0.63974  -0.006
C 1.49260 0.50586 -0.43238  -0.156
C 0.73381 1.44323 0.21028  -0.073
N -0.77889 0.42113 0.84453  0.005
C -0.73524 -0.88923 0.70233  -0.229
C -1.56715 -0.18015 -0.26119  -0.148
H 2.15437 -1.48364 -1.11138  0.061
H 1.08847 1.82674 1.16430  0.090
H 0.16565 2.16230 -0.37644  0.093
H -0.74800 -1.67491 1.44843  0.120
H 0.49916 -1.20757 -0.10410  0.057
H -2.64989 -0.09560 -0.17078  0.089
H -1.16951 -0.07585 -1.27387  0.097

Entry 2:
Formula: C26H35N7O4
Source: the OMol25 dataset
Level of theory: ωB97M-V/def2-TZVPD

**SMILES string**: [H]/N=c1\c(C(=O)NCCN2CCOCC2)cc2c(=O)n3cccc(C)c3nc2n1CCCN1CCOCC1
**Charge**: 0
**Gap between HOMO and LUMO**: 7.485 eV
**Highest occupied orbital energy**: -7.98 eV

Last column: Löwdin charge in e.
CARTESIAN COORDINATES (ANGSTROEM)
H 1.34741 2.09008 -3.17858  0.056
N 0.36085 1.93760 -3.00110  0.158
C 0.11576 0.87203 -2.34947  -0.311
C 1.08306 -0.12872 -1.90136  -0.046
C 2.53377 0.13286 -2.09538  -0.459
O 3.01864 1.24992 -2.03124  0.052
N 3.27818 -0.97289 -2.34798  0.073
C 4.68927 -1.00235 -2.04894  -0.153
C 4.94235 -1.87793 -0.80924  -0.175
N 3.91092 -1.66750 0.19081  -0.181
C 4.02019 -0.38725 0.87403  -0.145
C 2.80528 -0.21385 1.78410  -0.187
O 2.71986 -1.24777 2.73604  -0.124
C 2.65738 -2.50418 2.10101  -0.184
C 3.85933 -2.72996 1.18145  -0.164
C 0.68669 -1.20457 -1.17844  0.047
C -0.68270 -1.40621 -0.87625  -0.058
C -1.09810 -2.52208 -0.09513  -0.350
O -0.38651 -3.39211 0.37289  0.062
N -2.51660 -2.57778 0.13345  0.110
C -2.99537 -3.61806 0.86834  -0.022
C -4.31945 -3.74942 1.12247  -0.042
C -5.21673 -2.78536 0.61625  -0.010
C -4.75862 -1.73131 -0.11885  -0.185
C -5.65128 -0.67611 -0.67890  -0.036
C -3.35657 -1.61194 -0.37544  -0.190
N -2.93293 -0.58822 -1.07455  0.185
C -1.62009 -0.46156 -1.32708  -0.216
N -1.22387 0.61771 -2.02963  0.045
C -2.22161 1.60256 -2.41063  -0.141
C -2.64393 2.49325 -1.23952  -0.137
C -1.52372 3.41698 -0.73265  -0.183
N -1.26347 3.23099 0.69008  -0.168
C -0.54909 1.99758 0.97602  -0.161
C -0.39121 1.84717 2.48912  -0.191
O 0.31285 2.93062 3.04515  -0.131
C -0.34522 4.13996 2.75139  -0.200
C -0.50531 4.34121 1.24478  -0.175
H 2.81298 -1.86711 -2.32035  0.133
H 5.24954 -1.40188 -2.89981  0.119
H 4.99822 0.03140 -1.88257  0.114
H 4.89342 -2.93003 -1.10661  0.117
H 5.95651 -1.68085 -0.42239  0.126
H 4.03402 0.42148 0.14438  0.112
H 4.94209 -0.33704 1.48018  0.134
H 2.87194 0.71918 2.34586  0.132
H 1.89586 -0.20111 1.16322  0.110
H 2.64615 -3.24896 2.89883  0.128
H 1.72850 -2.58921 1.51887  0.103
H 3.74475 -3.69024 0.67281  0.124
H 4.78102 -2.75873 1.78973  0.129
H 1.39358 -1.91536 -0.77362  0.112
H -2.23613 -4.30449 1.21384  0.131
H -4.67960 -4.58055 1.70485  0.108
H -6.27250 -2.88695 0.81666  0.118
H -6.68854 -0.86944 -0.42180  0.080
H -5.35590 0.29866 -0.29669  0.083
H -5.54498 -0.63871 -1.76102  0.087
H -3.09362 1.06202 -2.78381  0.116
H -1.77230 2.20517 -3.20038  0.110
H -3.49147 3.09133 -1.57507  0.110
H -2.99338 1.86734 -0.41852  0.093
H -0.61355 3.26341 -1.33024  0.103
H -1.82898 4.45756 -0.86180  0.117
H -1.12223 1.15012 0.59845  0.108
H 0.44925 1.99122 0.50143  0.133
H 0.18006 0.95019 2.73430  0.115
H -1.39172 1.78188 2.94580  0.128
H 0.26476 4.93471 3.18425  0.124
H -1.34111 4.14429 3.22088  0.125
H -1.05026 5.26987 1.06158  0.122
H 0.49419 4.41739 0.78175  0.133

Entry 3:
Formula: C18H27BFInNO4P
Source: the OMol25 dataset
Level of theory: ωB97M-V/def2-TZVPD

**Charge**: +2
**Gap between HOMO and LUMO**: 2.521 eV
**Highest occupied orbital energy**: -13.07 eV

Last column: Löwdin charge in e.
CARTESIAN COORDINATES (ANGSTROEM)
C -4.18300 -2.47980 0.10588  -0.130
C -2.78127 -1.85581 -0.04471  -0.384
P -2.98871 -0.02267 -0.02728  1.143
C -3.47041 0.36762 -1.73691  -0.210
C -1.35939 0.81515 0.39842  -0.513
C -0.14572 -0.06861 0.17493  -0.123
C 0.12721 -0.30468 -1.31015  -0.071
C 1.43585 0.30985 -1.73598  -0.405
O 1.83208 1.33509 -1.29447  0.190
N 2.15959 -0.39920 -2.77710  0.145
C 3.21484 -1.18576 -2.24463  -0.236
C 2.96838 -2.13618 -1.24755  -0.020
C 3.99900 -2.88860 -0.70069  -0.056
C 5.30534 -2.70551 -1.15373  -0.043
C 5.53783 -1.78470 -2.16893  -0.046
C 4.51993 -1.02514 -2.72253  0.007
O -1.12322 1.98907 -0.30108  0.103
B -0.44554 2.89400 0.60434  -0.618
C 0.05469 4.32136 0.12890  0.013
C 1.53587 4.52581 0.44522  -0.275
O 2.35881 4.72200 -0.38345  0.117
O -1.20967 2.71971 1.84512  0.161
C -1.52907 1.38200 1.90428  -0.272
C -0.93938 0.63042 3.07857  -0.291
C -1.53315 -0.74950 3.30196  -0.134
F -1.28884 1.35610 4.21411  0.007
H -4.75326 -2.32554 -0.80184  0.077
H -4.69758 -1.97460 0.91829  0.057
H -4.09276 -3.53769 0.31335  0.082
H -2.11140 -2.18889 0.73866  0.061
H -2.35235 -2.10216 -1.01333  0.084
H -3.33161 1.41970 -1.94884  0.060
H -2.93059 -0.26472 -2.43863  0.059
H -4.51718 0.09225 -1.83033  0.057
H 0.73653 0.42691 0.60630  0.132
H -0.25885 -1.02159 0.68408  0.104
H -0.62779 0.14074 -1.95205  0.129
H 0.13942 -1.36122 -1.55800  0.117
H 2.58727 0.34554 -3.32581  0.143
H 1.96588 -2.30043 -0.88437  0.097
H 3.77900 -3.59839 0.07788  0.108
H 6.10457 -3.27583 -0.71542  0.114
H 6.54339 -1.65336 -2.53564  0.118
H 4.72941 -0.30319 -3.49388  0.122
H 0.64261 2.29036 0.93199  0.267
H -0.44340 5.09536 0.71517  0.138
H -0.06507 4.47567 -0.93680  0.133
H 1.84386 4.48483 1.50214  0.139
H -2.62333 1.37242 2.10600  0.143
H 0.14955 0.59670 3.05343  0.171
H -2.56191 -0.81299 2.93909  0.011
H -1.51508 -0.86976 4.39255  -0.059
H -0.90466 -1.51008 2.85063  0.101
In -3.48673 -1.40206 5.25287  1.176

Number 1: LUMO 0.94 eV, molar mass 81.12 g/mol. Number 2: LUMO -0.50 eV, molar mass 509.61 g/mol. Number 3: LUMO -10.54 eV, molar mass 497.02 g/mol.